{
  "formula": "C37H41Cl5FeGeN4Se",
  "method": "ωB97M-V/def2-TZVPD",
  "e_homo_ev": [-9.4, -10.3],
  "energy_ha": -9695.19306,
  "spin_multiplicity": 6,
  "e_lumo_ha": [-0.1475, -0.1452],
  "charge": 1,
  "s2": 9.031,
  "elements": ["Fe", "Cl", "C", "C", "C", "Cl", "C", "Cl", "C", "Cl", "C", "Cl", "C", "C", "N", "C", "C", "C", "C", "C", "C", "C", "C", "C", "N", "C", "H", "H", "H", "H", "H", "H", "H", "H", "C", "Ge", "C", "C", "C", "H", "H", "H", "H", "H", "H", "H", "H", "H", "H", "H", "C", "C", "C", "C", "N", "C", "Se", "N", "C", "C", "C", "C", "C", "C", "C", "C", "C", "C", "H", "H", "H", "H", "H", "H", "H", "H", "H", "H", "H", "H", "H", "H", "H", "H", "H", "H", "H", "H", "H", "H"],
  "xyz": [[0.7955, -0.5986, 0.6219], [-1.5410, -1.2561, 3.8608], [0.1912, -1.2616, 4.0113], [0.9496, -1.2364, 2.8855], [2.4268, -1.2073, 2.8843], [3.1660, -0.8472, 1.6052], [2.9091, -1.5118, 4.1774], [4.5431, -2.1150, 4.3444], [2.1340, -1.5515, 5.3397], [2.8830, -1.8215, 6.8616], [0.7683, -1.3456, 5.2811], [-0.1783, -1.2728, 6.6987], [3.2160, 2.5192, 1.7806], [2.4405, 1.5724, 0.9818], [2.6709, 0.2975, 1.0118], [4.1391, 0.0614, 2.4059], [5.1509, 0.8325, 2.5535], [4.5366, 2.2769, 2.5144], [6.4999, 0.1828, 2.1709], [6.7006, -1.0272, 1.4582], [5.5928, -1.9560, 0.9502], [5.1067, -3.1550, 0.1180], [3.6022, -3.5695, -0.1403], [2.3321, -2.8955, 0.2916], [2.4562, -1.7931, 0.8572], [4.4538, -1.5152, 1.3993], [2.8545, 3.5376, 1.7448], [1.6800, 1.9749, 0.3269], [5.0955, 3.1340, 2.8634], [7.3824, 0.7720, 2.3841], [7.7138, -1.2607, 1.1629], [5.8538, -3.7803, -0.3534], [3.4571, -4.4810, -0.7028], [1.3785, -3.4061, 0.1958], [0.0065, -3.0565, -2.6016], [1.1757, -1.4934, -2.8181], [2.9025, -2.0544, -3.5405], [0.3671, -0.2382, -4.1047], [1.5529, -0.2978, -1.2771], [-0.7137, -3.0575, -3.4216], [-0.5502, -3.0770, -1.6692], [0.5935, -3.9727, -2.6789], [2.7728, -2.4364, -4.5543], [3.3723, -2.8301, -2.9374], [3.5754, -1.1972, -3.5905], [1.1619, 0.3467, -4.5700], [-0.3205, 0.4549, -3.6188], [-0.1614, -0.7718, -4.8964], [1.1684, 0.6890, -1.5680], [2.6350, -0.1924, -1.2338], [-5.0056, -1.9221, -1.0264], [-5.2301, -0.5129, -1.5722], [-4.4755, -0.2408, -2.8739], [-2.9532, -0.2874, -2.7419], [-2.4597, 0.7568, -1.8422], [-1.9611, 0.5642, -0.6112], [-1.4085, -1.0882, 0.1033], [-1.7366, 1.7603, -0.0295], [-1.4767, 1.9931, 1.3923], [-2.7100, 2.5309, 2.1411], [-4.0636, 1.9628, 1.7141], [-4.2956, 0.5104, 2.1216], [-2.0820, 2.7600, -0.9342], [-2.0062, 4.1444, -0.8432], [-2.3884, 4.8635, -1.9588], [-2.8412, 4.2237, -3.1214], [-2.9268, 2.8479, -3.2042], [-2.5338, 2.1255, -2.0835], [-5.6980, -2.1299, -0.2110], [-3.9964, -2.0498, -0.6340], [-5.1726, -2.6675, -1.8066], [-4.9417, 0.2263, -0.8175], [-6.2932, -0.3721, -1.7727], [-4.7686, 0.7368, -3.2626], [-4.7565, -0.9898, -3.6179], [-2.4843, -0.1599, -3.7173], [-2.6317, -1.2396, -2.3234], [-0.6609, 2.7129, 1.4790], [-1.1367, 1.0505, 1.8216], [-2.7406, 3.6152, 2.0159], [-2.5550, 2.3250, 3.2023], [-4.1934, 2.0790, 0.6331], [-4.8319, 2.5799, 2.1833], [-3.6063, -0.1756, 1.6271], [-5.3097, 0.2018, 1.8645], [-4.1721, 0.3926, 3.1994], [-1.6579, 4.6350, 0.0552], [-2.3393, 5.9432, -1.9356], [-3.1222, 4.8239, -3.9755], [-3.2757, 2.3589, -4.1029]],
  "lowdin_charge": [0.435, 0.678, -0.706, -0.063, -0.391, 0.767, -0.539, 0.782, -0.696, 0.710, -0.710, 0.732, 0.004, -0.140, -0.287, -0.219, -0.144, 0.055, 0.049, 0.028, -0.106, 0.061, 0.023, -0.114, -0.341, -0.278, 0.083, 0.098, 0.079, 0.104, 0.101, 0.078, 0.075, 0.129, -0.232, 0.765, -0.213, -0.212, -0.291, 0.019, -0.047, 0.021, 0.026, 0.001, 0.025, 0.027, -0.009, 0.024, 0.011, 0.018, -0.096, -0.239, -0.170, -0.134, 0.009, -0.536, 0.872, -0.009, -0.134, -0.159, -0.238, -0.106, -0.149, 0.011, -0.056, -0.056, 0.011, -0.140, 0.078, 0.017, 0.082, 0.087, 0.114, 0.104, 0.125, 0.118, 0.083, 0.124, 0.060, 0.104, 0.122, 0.094, 0.115, 0.011, 0.077, 0.070, 0.118, 0.113, 0.114, 0.120]
}